# 1
This record from the OMol25 dataset describes C49H39N6OPS2V as an isolated structure. The level of theory is ωB97M-V with the def2-TZVPD basis set.

Element x y z (Å)
V -0.19655 0.91654 0.06203
S 6.96033 1.34979 -2.36431
N 6.39539 1.09911 -0.87889
C 5.07583 1.05817 -0.97361
C 4.15429 0.85865 0.12730
C 4.54813 0.70591 1.45960
C 3.57844 0.53882 2.41984
C 2.23783 0.52562 2.04080
N 1.84927 0.66665 0.77894
C 2.79391 0.83258 -0.16969
C 2.31221 1.01907 -1.53055
N 0.97093 0.98604 -1.70502
C 0.47115 1.18607 -2.92636
C 1.28508 1.41772 -4.03079
C 2.65165 1.43857 -3.86789
C 3.18611 1.23215 -2.59277
C 4.60490 1.24154 -2.29677
N 5.57503 1.41821 -3.17963
H 5.60095 0.72644 1.70924
H 3.83261 0.41889 3.46326
H 1.45815 0.40781 2.78104
H -0.60738 1.13018 -3.02295
H 0.83043 1.57774 -4.99770
H 3.32065 1.61660 -4.70010
O -2.12884 1.55753 -0.39257
C -2.09948 0.41827 0.02632
C -2.96517 -0.60052 0.55728
C -4.35414 -0.54476 0.65053
C -5.00259 -1.60500 1.25418
C -4.27513 -2.68862 1.74933
C -2.89049 -2.74068 1.64501
C -2.22584 -1.68682 1.03632
P -0.43318 -1.52352 0.71109
C -0.02149 -2.80999 -0.49832
C -0.18008 -4.15778 -0.16488
C 0.13745 -5.14219 -1.08518
C 0.62844 -4.79080 -2.33893
C 0.79354 -3.45575 -2.67228
C 0.46621 -2.46539 -1.75448
C 0.38087 -2.02326 2.24335
C -0.15318 -1.63019 3.47039
C 0.55023 -1.87089 4.64142
C 1.78508 -2.50474 4.59257
C 2.31887 -2.89894 3.37219
C 1.62408 -2.65364 2.19748
H -4.89586 0.30450 0.25621
H -6.07971 -1.59668 1.34982
H -4.80228 -3.50357 2.22801
H -2.34853 -3.58542 2.04988
H -0.53073 -4.44165 0.81963
H 0.01758 -6.18444 -0.82136
H 0.89162 -5.56400 -3.04911
H 1.17941 -3.17995 -3.64519
H 0.58262 -1.42581 -2.02429
H -1.11220 -1.12802 3.51821
H 0.13037 -1.56838 5.59157
H 2.32780 -2.70086 5.50780
H 3.27614 -3.40194 3.33533
H 2.04702 -2.96173 1.24840
S -2.67658 -0.39809 -2.70749
C -2.85127 -1.70053 -3.79524
N -2.64953 -2.96164 -3.40520
C -2.84901 -4.12786 -4.26088
C -2.58514 -3.73788 -5.70409
C -3.43006 -2.52719 -6.05780
N -3.21131 -1.47980 -5.06126
H -2.36079 -3.08190 -2.44880
H -3.86971 -4.50248 -4.14825
H -2.16773 -4.91035 -3.93007
H -2.82761 -4.56618 -6.36747
H -1.52703 -3.50023 -5.83434
H -4.48916 -2.79337 -6.09340
H -3.15298 -2.12994 -7.03261
H -3.42133 -0.52234 -5.29038
C 0.55837 7.65003 1.20020
C -0.33253 6.88694 1.94468
C -0.41017 5.51830 1.75159
C 0.40760 4.89773 0.80681
C 1.28322 5.67371 0.04866
C 1.36517 7.04226 0.24923
C 0.35989 3.44342 0.57304
C -0.07414 2.46272 1.35872
C -0.40714 2.39478 2.77852
C 0.49748 2.89197 3.72628
C 0.23799 2.76339 5.07885
C -0.92406 2.13287 5.51371
C -1.82732 1.63630 4.58667
C -1.56763 1.76002 3.22850
H 0.61447 8.71920 1.35417
H -0.97494 7.36340 2.67309
H -1.11764 4.93247 2.32343
H 1.90851 5.19997 -0.70063
H 2.05209 7.63518 -0.33952
H 0.72829 3.16475 -0.42614
H 1.39771 3.38979 3.38630
H 0.93769 3.16369 5.80074
H -1.12701 2.04289 6.57247
H -2.74308 1.16438 4.91918
H -2.30135 1.39646 2.51799

The value obtained for the total energy is -4375.74796 a.u. For the gap between HOMO and LUMO (alpha / beta), the calculation gives 6.25 / 6.40 eV. For the energy above the lowest of the compared OMol25 structures with the same formula, charge and spin, the calculation gives 0.0 kcal/mol. For the HOMO energy (alpha / beta), the calculation gives -12.45 / -12.46 eV. The spin multiplicity is 2. As for the charge: +2.

Atomic partial charges in e from the Löwdin method, atoms 1 to 2: V 0.76; S 1.09

---

# 2
This record from the OMol25 dataset describes a 2-piece molecular cluster, C2H8NS2 overall at a distorted geometry. The level of theory is ωB97M-V with the def2-TZVPD basis set.

Element x y z (Å)
C -0.07608 0.02847 -0.43688
C -1.52691 -1.20297 -1.90964
N -0.67116 -0.28786 -1.76436
H -0.57604 0.89772 -0.01992
H 0.98634 0.17914 -0.66585
H -0.24829 -0.80893 0.16571
H -1.70193 -1.86430 -1.07880
H -2.05269 -1.34722 -2.86639
H -0.73067 0.50747 -2.41531
S 2.02742 1.64932 1.88037
S 0.72906 0.99627 3.37017
H 3.13652 1.62385 2.60552
H 0.70441 -0.37095 3.13537

The value obtained for the total energy is -931.35959 a.u. For the gap between HOMO and LUMO (alpha / beta), the calculation gives 10.84 / 6.14 eV. For the energy above the lowest of the compared OMol25 structures with the same formula, charge and spin, the calculation gives 39.2 kcal/mol. For the HOMO energy (alpha / beta), the calculation gives -19.64 / -19.12 eV. The spin multiplicity is 2. As for the charge: +2.

Atomic partial charges in e from the Löwdin method, atoms 1 to 2: C -0.02; C 0.20

---

# 3
This record from the OMol25 dataset describes an isolated ion of composition C3H8N and charge +1 at a distorted geometry. The level of theory is ωB97M-V with the def2-TZVPD basis set.

Element x y z (Å)
C 0.06892 -0.16268 1.51066
C 0.12643 -0.18661 0.02952
C 0.37802 -1.12150 -0.96172
N -0.45816 1.12727 -0.58352
H 0.78813 -0.89407 1.97812
H 0.47236 0.76804 1.85663
H -0.92449 -0.35833 1.77177
H 0.07051 -0.77548 -1.88100
H 0.96945 -2.07555 -0.89849
H -0.67141 0.89031 -1.53861
H 0.35615 1.85025 -0.62501
H -1.29370 1.52868 -0.04957

The value obtained for the total energy is -173.55370 a.u. For the gap between HOMO and LUMO, the calculation gives 11.13 eV. For the energy above the lowest of the compared OMol25 structures with the same formula, charge and spin, the calculation gives 18.2 kcal/mol. For the HOMO energy, the calculation gives -15.04 eV. The structure (SMILES) is C=C(C)[NH3+]. As for the charge: +1.

Atomic partial charges in e from the Löwdin method, atoms 1 to 2: C -0.03; C -0.28